Computed, not measured: a single C21H33N3O3 molecule, with wB97M-V/def2-TZVPD.

Summary:
Charge   0
Structure (SMILES)   CCCCN(C)CCCNC(=O)[C@@H]1CC(=O)N(Cc2ccc(OC)cc2)C1
ΔE to the lowest compared entry with this formula, charge and spin   1.0630 eV
F_max   0.63 eV/A
Kohn-Sham gap   8.9 eV

Structure (XYZ):
```
60
Properties=species:S:1:pos:R:3:forces:R:3
C 3.44218 -0.13289 -1.99798 -0.1 -0.1 -0.1
C 3.43371 -1.63188 -1.72315 0.2 0.1 0.1
C 4.15449 -1.99561 -0.42446 -0.3 -0.1 0.0
C 3.31083 -1.73273 0.82530 0.2 -0.1 -0.1
N 3.03248 -0.32261 1.06185 -0.1 -0.2 0.2
C 4.18787 0.37622 1.58251 -0.1 0.0 -0.1
C 1.86262 -0.11247 1.89627 -0.1 0.3 -0.2
C 1.22238 1.25165 1.62266 -0.1 -0.3 0.2
C -0.18216 1.35849 2.21364 0.2 0.3 0.2
N -1.03823 0.29815 1.72928 0.2 0.3 -0.2
C -1.71853 -0.51225 2.56354 -0.4 -0.3 -0.3
O -1.78893 -0.32798 3.76092 0.0 -0.1 0.4
C -2.37782 -1.72910 1.90779 0.0 0.0 0.2
C -1.29615 -2.78567 1.63964 0.0 0.0 0.0
C -0.88805 -2.53734 0.19602 0.0 -0.1 0.4
O 0.12106 -2.91602 -0.35631 0.4 -0.2 -0.2
N -1.86983 -1.81094 -0.37996 -0.3 0.2 -0.1
C -1.86120 -1.39615 -1.76607 0.2 0.0 -0.1
C -1.57316 0.07872 -1.87326 -0.2 -0.1 -0.1
C -0.26133 0.53542 -1.77153 -0.1 0.1 -0.1
C 0.01732 1.88366 -1.82002 -0.1 0.2 0.0
C -1.01418 2.81655 -1.95282 0.0 -0.1 0.0
O -0.63231 4.12091 -1.98009 0.2 -0.3 0.0
C -1.61984 5.11169 -2.13000 -0.2 0.2 0.0
C -2.32625 2.36584 -2.04652 0.0 0.4 0.0
C -2.59321 1.00688 -2.00859 0.2 -0.2 0.0
C -2.95270 -1.46224 0.51185 -0.3 -0.1 0.0
H 3.01247 0.39773 -1.15378 0.0 0.1 0.0
H 2.87389 0.09572 -2.89788 0.0 0.1 -0.1
H 4.46217 0.21922 -2.14236 0.1 0.1 0.0
H 2.40630 -1.99568 -1.66191 -0.1 -0.1 0.0
H 3.91871 -2.14964 -2.55506 -0.1 0.0 0.0
H 5.10539 -1.46311 -0.37131 0.1 0.0 0.0
H 4.37778 -3.06501 -0.43295 0.1 0.0 0.0
H 3.81350 -2.18688 1.69907 -0.1 0.0 0.0
H 2.35799 -2.24741 0.68165 0.0 0.0 0.1
H 5.02391 0.26096 0.89720 0.1 0.1 0.0
H 4.49298 0.00084 2.57361 0.0 0.0 0.0
H 3.96449 1.43786 1.66740 0.1 0.1 0.0
H 1.13465 -0.88536 1.64319 0.1 0.0 0.0
H 2.09337 -0.20881 2.97172 0.0 -0.1 0.0
H 1.16969 1.39237 0.54231 0.1 0.0 0.0
H 1.82991 2.05466 2.03990 0.0 0.1 -0.1
H -0.61631 2.33014 1.95006 0.1 -0.1 0.1
H -0.16052 1.26954 3.30271 0.0 0.1 -0.1
H -0.96712 0.08899 0.74484 -0.2 -0.1 0.0
H -3.13611 -2.09036 2.60380 0.1 0.1 -0.1
H -1.69812 -3.79873 1.71086 0.0 0.0 0.0
H -0.44595 -2.71545 2.31688 0.0 0.0 -0.1
H -1.07472 -1.97538 -2.25708 -0.1 0.0 0.0
H -2.82891 -1.63888 -2.21702 0.1 0.0 0.0
H 0.54217 -0.17682 -1.65903 0.2 -0.1 0.0
H 1.03140 2.24714 -1.76668 0.2 0.0 0.0
H -1.08642 6.06076 -2.13375 -0.1 0.0 0.0
H -2.16268 4.99900 -3.07396 0.0 0.0 0.0
H -2.33077 5.10091 -1.29735 0.0 0.0 0.0
H -3.14686 3.05725 -2.15435 0.0 0.1 0.0
H -3.61720 0.67133 -2.09670 -0.1 0.0 0.0
H -3.82549 -2.10004 0.31641 0.0 0.1 0.0
H -3.25087 -0.41906 0.37250 0.0 -0.1 0.0
```
Forces are in eV/Å.